No. 1
{
  "formula": "C46H35NO16",
  "method": "the ωB97M-V functional and the def2-TZVPD basis",
  "elements": ["O", "C", "C", "C", "O", "C", "O", "O", "N", "C", "C", "C", "C", "C", "C", "H", "H", "H", "H", "H", "H", "H", "H", "H", "H", "H", "O", "C", "C", "C", "C", "O", "C", "C", "H", "H", "H", "H", "O", "C", "C", "C", "C", "O", "C", "C", "H", "H", "H", "H", "O", "C", "C", "C", "C", "O", "C", "C", "H", "H", "H", "H", "O", "C", "C", "C", "C", "O", "C", "C", "H", "H", "H", "H", "O", "C", "C", "C", "C", "O", "C", "C", "H", "H", "H", "H", "O", "C", "C", "C", "C", "O", "C", "C", "H", "H", "H", "H"],
  "coordinates": [[-1.279, -5.056, 0.730], [-0.426, -4.549, 0.024], [-0.239, -5.107, -1.395], [-1.048, -4.331, -2.437], [-2.425, -4.152, -2.084], [-3.180, -5.213, -2.328], [-2.798, -6.317, -2.662], [-4.487, -4.959, -2.132], [0.410, -3.492, 0.425], [0.285, -3.115, 1.810], [-0.852, -2.632, 2.378], [-0.897, -2.296, 3.707], [0.228, -2.397, 4.482], [1.423, -2.860, 3.908], [1.412, -3.228, 2.591], [0.831, -5.126, -1.620], [-0.627, -6.126, -1.377], [-0.630, -3.334, -2.577], [-0.943, -4.854, -3.390], [-4.975, -5.643, -2.603], [0.352, -2.694, -0.197], [-1.728, -2.553, 1.739], [-1.831, -1.936, 4.126], [0.187, -2.108, 5.526], [2.334, -2.926, 4.489], [2.333, -3.593, 2.144], [-5.012, -0.417, -6.109], [-3.916, -0.816, -5.779], [-3.573, -2.260, -5.841], [-2.370, -2.697, -5.478], [-1.323, -1.761, -4.998], [-0.225, -2.165, -4.668], [-1.666, -0.322, -4.936], [-2.868, 0.118, -5.299], [-4.350, -2.926, -6.195], [-2.100, -3.745, -5.515], [-0.891, 0.346, -4.583], [-3.134, 1.161, -5.261], [2.213, -0.057, 5.460], [2.329, 0.721, 4.537], [3.638, 1.333, 4.204], [3.762, 2.189, 3.192], [2.596, 2.565, 2.354], [2.709, 3.342, 1.431], [1.287, 1.951, 2.688], [1.163, 1.096, 3.700], [4.477, 1.047, 4.826], [4.708, 2.648, 2.935], [0.448, 2.237, 2.066], [0.218, 0.636, 3.959], [2.229, 4.541, 10.245], [2.915, 4.573, 9.247], [2.576, 3.762, 8.051], [3.332, 3.798, 6.958], [4.544, 4.648, 6.885], [5.231, 4.678, 5.885], [4.885, 5.458, 8.079], [4.129, 5.424, 9.174], [1.687, 3.148, 8.122], [3.102, 3.214, 6.076], [5.774, 6.072, 8.008], [4.359, 6.009, 10.055], [-1.926, 2.836, -5.055], [-1.804, 3.695, -5.905], [-0.497, 4.343, -6.156], [-0.361, 5.285, -7.085], [-1.512, 5.725, -7.910], [-1.388, 6.581, -8.758], [-2.823, 5.074, -7.658], [-2.957, 4.132, -6.729], [0.331, 4.008, -5.545], [0.586, 5.770, -7.284], [-3.652, 5.408, -8.269], [-3.904, 3.645, -6.530], [-3.740, -2.139, 4.947], [-4.104, -3.232, 5.331], [-4.671, -3.421, 6.688], [-5.067, -4.619, 7.108], [-4.959, -5.816, 6.237], [-5.321, -6.906, 6.621], [-4.390, -5.625, 4.879], [-3.995, -4.427, 4.459], [-4.742, -2.536, 7.308], [-5.483, -4.779, 8.095], [-4.318, -6.509, 4.259], [-3.577, -4.267, 3.472], [6.359, 4.195, -4.982], [5.355, 3.755, -5.496], [4.642, 4.507, -6.560], [3.538, 4.024, -7.123], [2.973, 2.715, -6.714], [1.967, 2.275, -7.230], [3.685, 1.964, -5.651], [4.789, 2.446, -5.087], [5.070, 5.459, -6.845], [3.004, 4.556, -7.901], [3.256, 1.011, -5.366], [5.323, 1.913, -4.311]],
  "total_charge": 0,
  "de_lowest_ev": 0.000,
  "homo_ev": -9.340,
  "smiles": "O=C(CCOC(=O)O)Nc1ccccc1.O=C1C=CC(=O)C=C1.O=C1C=CC(=O)C=C1.O=C1C=CC(=O)C=C1.O=C1C=CC(=O)C=C1.O=C1C=CC(=O)C=C1.O=C1C=CC(=O)C=C1",
  "lumo_energy_ha": -0.066,
  "spin_multiplicity": 1,
  "total_energy_ha": -3032.308034,
  "largest_force_ev_per_a": 1.72
}


No. 2
{
  "formula": "C22H37Br16NO2",
  "method": "the ωB97M-V functional and the def2-TZVPD basis",
  "elements": ["O", "N", "O", "C", "C", "C", "C", "C", "C", "H", "H", "H", "H", "H", "Br", "C", "C", "Br", "H", "H", "H", "H", "Br", "C", "C", "Br", "H", "H", "H", "H", "Br", "C", "C", "Br", "H", "H", "H", "H", "Br", "C", "C", "Br", "H", "H", "H", "H", "Br", "C", "C", "Br", "H", "H", "H", "H", "Br", "C", "C", "Br", "H", "H", "H", "H", "Br", "C", "C", "Br", "H", "H", "H", "H", "Br", "C", "C", "Br", "H", "H", "H", "H"],
  "coordinates": [[-7.362, -4.236, 22.505], [-7.372, -4.520, 21.340], [-6.609, -4.115, 20.493], [-8.410, -5.440, 20.887], [-8.600, -5.757, 19.554], [-9.557, -6.672, 19.144], [-10.352, -7.286, 20.097], [-10.206, -6.952, 21.447], [-9.285, -5.994, 21.817], [-7.989, -5.312, 18.774], [-9.699, -6.945, 18.108], [-11.145, -7.986, 19.865], [-10.848, -7.405, 22.189], [-9.134, -5.784, 22.870], [-7.042, -9.606, 19.160], [-5.950, -8.180, 19.970], [-5.830, -8.497, 21.436], [-4.994, -6.971, 22.353], [-6.503, -7.255, 19.848], [-5.032, -8.190, 19.399], [-5.271, -9.401, 21.661], [-6.781, -8.619, 21.945], [-6.598, -4.355, 16.488], [-7.111, -2.483, 16.356], [-6.702, -1.688, 17.585], [-7.480, 0.053, 17.375], [-8.196, -2.443, 16.277], [-6.747, -2.035, 15.436], [-5.625, -1.571, 17.663], [-7.011, -2.117, 18.534], [-12.737, -14.734, 17.286], [-11.920, -12.976, 17.093], [-12.260, -12.180, 18.325], [-11.266, -10.501, 18.360], [-12.288, -12.509, 16.188], [-10.855, -13.176, 17.041], [-12.032, -12.679, 19.262], [-13.318, -11.933, 18.385], [-2.302, -6.773, 19.928], [-2.883, -5.021, 19.218], [-2.788, -5.051, 17.719], [-3.294, -3.231, 17.118], [-2.184, -4.306, 19.639], [-3.875, -4.821, 19.610], [-3.493, -5.761, 17.298], [-1.780, -5.189, 17.352], [-10.367, -1.547, 22.636], [-8.835, -1.182, 21.410], [-8.214, 0.095, 21.915], [-6.565, 0.383, 20.834], [-9.248, -1.215, 20.413], [-8.185, -2.014, 21.652], [-7.963, 0.005, 22.965], [-8.870, 0.946, 21.765], [-11.961, -5.352, 24.676], [-13.094, -3.937, 23.874], [-13.340, -4.216, 22.416], [-14.491, -2.860, 21.615], [-12.587, -2.988, 24.009], [-13.984, -3.969, 24.491], [-13.723, -5.208, 22.188], [-12.391, -4.201, 21.880], [-12.011, -7.027, 16.373], [-13.863, -6.482, 16.739], [-14.129, -6.737, 18.211], [-15.991, -6.282, 18.631], [-14.492, -6.998, 16.027], [-13.916, -5.411, 16.567], [-13.466, -6.126, 18.815], [-13.952, -7.781, 18.452], [-8.751, -8.417, 15.170], [-8.523, -6.460, 15.257], [-7.602, -5.973, 14.160], [-8.255, -6.314, 12.355], [-8.198, -6.156, 16.246], [-9.510, -6.046, 15.065], [-6.592, -6.365, 14.218], [-7.532, -4.891, 14.257]],
  "total_charge": 0,
  "de_lowest_ev": 0.000,
  "homo_ev": -9.914,
  "smiles": "O=[N+]([O-])c1ccccc1.BrCCBr.BrCCBr.BrCCBr.BrCCBr.BrCCBr.BrCCBr.BrCCBr.BrCCBr",
  "lumo_energy_ha": -0.029,
  "spin_multiplicity": 1,
  "total_energy_ha": -42249.864905,
  "largest_force_ev_per_a": 1.74
}


No. 3
{
  "formula": "C28H21Cl72F2N2",
  "method": "the ωB97M-V functional and the def2-TZVPD basis",
  "elements": ["C", "C", "C", "F", "C", "C", "C", "N", "F", "C", "C", "N", "C", "C", "H", "H", "H", "H", "H", "H", "H", "H", "H", "H", "H", "H", "H", "H", "H", "H", "H", "H", "H", "H", "H", "C", "Cl", "Cl", "Cl", "Cl", "C", "Cl", "Cl", "Cl", "Cl", "C", "Cl", "Cl", "Cl", "Cl", "C", "Cl", "Cl", "Cl", "Cl", "C", "Cl", "Cl", "Cl", "Cl", "C", "Cl", "Cl", "Cl", "Cl", "C", "Cl", "Cl", "Cl", "Cl", "C", "Cl", "Cl", "Cl", "Cl", "C", "Cl", "Cl", "Cl", "Cl", "C", "Cl", "Cl", "Cl", "Cl", "C", "Cl", "Cl", "Cl", "Cl", "C", "Cl", "Cl", "Cl", "Cl", "C", "Cl", "Cl", "Cl", "Cl", "C", "Cl", "Cl", "Cl", "Cl", "C", "Cl", "Cl", "Cl", "Cl", "C", "Cl", "Cl", "Cl", "Cl", "C", "Cl", "Cl", "Cl", "Cl", "C", "Cl", "Cl", "Cl", "Cl"],
  "coordinates": [[0.079, 1.089, -2.158], [-1.214, 0.268, -2.081], [-1.061, -1.123, -1.492], [-0.371, -1.949, -2.375], [-0.445, -1.200, -0.083], [1.085, -1.179, -0.136], [1.648, -1.604, 1.213], [1.291, -3.004, 1.524], [1.777, -3.226, 2.823], [2.065, -3.946, 0.642], [1.299, -4.392, -0.612], [0.925, -5.795, -0.495], [-0.167, -3.265, 1.580], [-1.062, -2.410, 0.659], [0.003, 1.888, -2.890], [0.926, 0.453, -2.428], [0.323, 1.552, -1.198], [-1.979, 0.839, -1.553], [-1.574, 0.127, -3.105], [-2.070, -1.546, -1.420], [-0.747, -0.283, 0.426], [1.488, -1.758, -0.969], [1.437, -0.165, -0.289], [1.189, -0.974, 1.982], [2.721, -1.454, 1.306], [2.358, -4.826, 1.213], [2.987, -3.443, 0.362], [2.015, -4.337, -1.438], [0.478, -3.724, -0.884], [0.240, -6.073, -1.183], [0.660, -6.078, 0.437], [-0.367, -4.317, 1.394], [-0.468, -3.103, 2.616], [-1.899, -2.024, 1.238], [-1.502, -3.073, -0.088], [1.715, 3.234, -5.189], [3.064, 2.115, -5.418], [0.200, 2.325, -5.194], [1.898, 4.058, -3.633], [1.693, 4.420, -6.495], [-3.068, 0.456, 3.392], [-3.039, 1.244, 4.964], [-1.575, -0.491, 3.179], [-4.446, -0.641, 3.290], [-3.171, 1.669, 2.109], [-1.706, 3.387, 8.567], [-0.640, 1.973, 8.565], [-0.824, 4.802, 7.994], [-3.059, 3.089, 7.460], [-2.327, 3.695, 10.185], [-0.771, -0.145, -8.567], [-1.637, 0.585, -9.924], [-0.124, -1.719, -9.055], [0.559, 0.897, -8.063], [-1.884, -0.351, -7.204], [-2.729, -4.240, -7.016], [-2.926, -3.243, -5.564], [-1.082, -4.883, -7.061], [-3.882, -5.576, -6.961], [-3.022, -3.267, -8.461], [-2.420, 7.665, 4.871], [-2.610, 6.071, 5.607], [-1.899, 8.813, 6.107], [-1.212, 7.587, 3.583], [-3.968, 8.189, 4.195], [-1.325, 0.357, 12.745], [-1.435, 1.192, 14.297], [-0.177, 1.202, 11.699], [-0.771, -1.300, 12.994], [-2.917, 0.332, 11.975], [1.725, 2.982, 1.711], [2.994, 1.829, 1.262], [0.161, 2.146, 1.893], [2.156, 3.718, 3.262], [1.583, 4.180, 0.434], [-4.777, 8.589, 8.951], [-3.612, 7.258, 8.967], [-4.015, 10.041, 8.289], [-6.163, 8.146, 7.948], [-5.318, 8.909, 10.601], [2.769, 8.252, 1.879], [2.445, 6.689, 2.648], [3.215, 9.438, 3.107], [4.091, 8.069, 0.722], [1.316, 8.791, 1.029], [1.370, 2.563, -11.928], [1.152, 0.876, -11.455], [1.547, 3.562, -10.475], [2.813, 2.717, -12.933], [-0.045, 3.109, -12.836], [2.263, -8.193, -3.270], [2.727, -8.974, -1.753], [3.083, -8.975, -4.618], [0.510, -8.311, -3.487], [2.717, -6.485, -3.217], [0.851, -4.577, 10.873], [0.800, -5.737, 9.526], [2.176, -4.981, 11.964], [1.062, -2.938, 10.247], [-0.680, -4.669, 11.754], [0.032, 7.627, -9.244], [1.272, 6.408, -8.918], [0.780, 9.078, -9.912], [-1.136, 6.976, -10.397], [-0.776, 8.007, -7.720], [5.312, -4.069, 8.440], [6.331, -5.253, 7.614], [3.713, -4.761, 8.730], [6.049, -3.630, 9.983], [5.154, -2.622, 7.432], [-3.191, 6.203, -4.445], [-1.765, 5.233, -4.844], [-4.618, 5.162, -4.403], [-2.965, 6.959, -2.864], [-3.410, 7.454, -5.673], [1.443, -3.116, -5.549], [0.781, -4.740, -5.339], [2.147, -2.568, -4.012], [2.703, -3.148, -6.782], [0.161, -2.004, -6.034], [0.104, -12.134, -4.734], [-0.612, -13.728, -4.483], [0.810, -11.560, -3.216], [1.364, -12.240, -5.966], [-1.150, -11.007, -5.270]],
  "total_charge": 1,
  "de_lowest_ev": 1.412,
  "homo_ev": -11.852,
  "lumo_energy_ha": -0.084,
  "spin_multiplicity": 1,
  "total_energy_ha": -34522.004862,
  "largest_force_ev_per_a": 2.70
}